Molecular formula: C9H16N2O2
Method: DFT, ωB97M-V/def2-TZVPD

Values from the calculation:
strongest force on any atom = 5.8 eV Å⁻¹
gap between HOMO and LUMO = 9.388 eV
2S+1 = 1
total charge = 0
relative energy (zero: lowest compared OMol25 entry of this formula, charge and spin) = 99.3 kcal/mol
calculated total energy = -16664.9994 eV
HOMO energy = -9.347 eV

CARTESIAN COORDINATES (ANGSTROEM)
O1 2.101 -2.713 0.621
C1 1.855 -1.773 -0.084
C2 2.408 -1.511 -1.441
C3 1.756 -0.337 -1.998
N1 1.101 0.640 -1.252
C4 0.669 0.414 -0.008
O2 0.217 1.365 0.569
N2 0.870 -0.863 0.384
H1 3.133 -2.170 -2.116
H2 2.173 -0.047 -2.953
H3 0.596 1.458 -1.813
H4 0.858 -1.123 1.348
C5 -1.368 0.687 3.049
C6 -1.425 0.091 1.625
C7 -2.071 1.014 0.622
C8 -1.967 0.524 -0.805
C9 -2.585 1.583 -1.747
H5 -0.696 1.562 3.068
H6 -2.339 1.056 3.411
H7 -0.984 -0.093 3.761
H8 -2.004 -0.883 1.664
H9 -0.433 -0.238 1.296
H10 -3.113 1.247 0.954
H11 -1.547 1.971 0.700
H12 -2.439 -0.471 -0.961
H13 -0.924 0.333 -1.123
H14 -2.022 2.513 -1.686
H15 -2.629 1.259 -2.784
H16 -3.596 1.809 -1.494

Forces on the atoms, in the same order (eV/Å):
0.32 -0.41 0.55
0.83 -0.66 -2.26
-2.24 2.57 -1.80
3.63 -2.23 1.55
0.07 0.69 -5.75
1.45 2.06 0.14
2.40 0.97 0.75
2.06 -1.60 0.23
-1.94 1.50 2.03
-0.72 0.31 -0.29
1.76 -2.34 1.98
-0.57 0.29 0.79
0.54 -0.46 0.05
-1.36 -1.99 1.35
-0.87 0.39 0.79
-0.82 -0.21 -1.07
0.77 -0.71 -0.19
-0.08 -0.40 -0.01
0.11 -0.33 -0.18
-0.36 0.85 -0.46
0.16 0.86 0.09
-2.89 0.45 1.72
0.39 -0.53 -0.56
-0.66 -0.05 -0.13
-0.12 0.59 0.26
-1.43 0.18 0.16
0.09 0.12 -0.04
0.25 -0.07 -0.19
-0.80 0.15 0.48



Molecular formula: C7H15N
Method: DFT, ωB97M-V/def2-TZVPD

Values from the calculation:
strongest force on any atom = 0.4 eV Å⁻¹
gap between HOMO and LUMO = 10.676 eV
2S+1 = 1
total charge = 0
relative energy (zero: lowest compared OMol25 entry of this formula, charge and spin) = 37.1 kcal/mol
calculated total energy = -8990.8797 eV
HOMO energy = -9.607 eV

CARTESIAN COORDINATES (ANGSTROEM)
C1 0.875 0.202 2.342
C2 1.432 0.957 1.409
C3 2.674 0.588 0.647
C4 2.503 0.542 -0.865
H1 -0.004 0.505 2.889
H2 1.269 -0.782 2.572
H3 0.996 1.938 1.235
H4 3.458 1.301 0.903
H5 3.006 -0.387 1.003
H6 2.125 1.484 -1.259
H7 3.474 0.352 -1.327
H8 1.850 -0.272 -1.173
C5 -2.936 0.797 -0.247
N1 -2.518 -0.385 -0.266
C6 -1.212 -0.632 -0.849
C7 -1.191 -1.950 -1.606
H9 -2.398 1.634 -0.695
H10 -3.912 1.014 0.179
H11 -0.910 0.190 -1.510
H12 -0.467 -0.653 -0.051
H13 -0.172 -2.247 -1.845
H14 -1.651 -2.732 -1.005
H15 -1.757 -1.876 -2.534

Forces on the atoms, in the same order (eV/Å):
-0.01 -0.31 -0.06
0.07 0.20 0.16
-0.30 -0.07 0.19
0.37 -0.03 -0.04
-0.08 0.11 0.02
0.04 -0.02 0.04
0.07 0.01 -0.22
0.10 0.09 -0.02
0.11 -0.08 0.04
-0.10 0.01 -0.04
-0.03 0.07 -0.07
-0.22 0.02 0.01
-0.38 0.13 -0.19
0.15 -0.24 0.24
0.23 0.01 -0.24
-0.14 0.04 0.02
0.18 0.13 -0.03
0.01 -0.01 0.10
0.00 0.08 -0.05
-0.16 -0.10 0.17
0.07 0.00 -0.05
0.04 -0.04 0.07
-0.02 0.00 -0.05



Molecular formula: CH3N2PS
Method: DFT, ωB97M-V/def2-TZVPD

Values from the calculation:
strongest force on any atom = 3.3 eV Å⁻¹
gap between HOMO and LUMO (alpha / beta) = 8.414 / 5.752 eV
2S+1 = 3
total charge = 0
relative energy (zero: lowest compared OMol25 entry of this formula, charge and spin) = 5.0 kcal/mol
calculated total energy = -24185.4077 eV
HOMO energy (alpha / beta) = -8.217 / -9.697 eV

CARTESIAN COORDINATES (ANGSTROEM)
C1 2.719 -0.388 0.386
N1 3.112 -1.010 1.286
N2 0.655 0.741 -0.364
P1 1.981 0.300 -1.167
S1 -0.223 -2.708 -0.128
H1 0.806 -2.056 0.630
H2 0.006 1.130 -1.082
H3 0.738 -3.221 -0.889

Forces on the atoms, in the same order (eV/Å):
0.48 -0.97 -0.89
-0.32 0.81 -0.69
-1.26 1.57 -2.42
1.91 -0.94 2.48
1.47 1.07 1.18
-1.57 -0.88 -0.83
-0.79 -0.40 1.47
0.07 -0.25 -0.31



Molecular formula: C12H12BF9N5O10OsS5
Method: DFT, ωB97M-V/def2-TZVPD

Values from the calculation:
strongest force on any atom = 3.4 eV Å⁻¹
gap between HOMO and LUMO (alpha / beta) = 8.005 / 6.971 eV
2S+1 = 5
total charge = -1
relative energy (zero: lowest compared OMol25 entry of this formula, charge and spin) = 54.5 kcal/mol
calculated total energy = -122342.9725 eV
HOMO energy (alpha / beta) = -5.674 / -6.247 eV

CARTESIAN COORDINATES (ANGSTROEM)
Os1 -0.908 0.296 0.225
C1 2.111 2.539 -1.532
N1 2.310 2.198 -0.152
C2 2.011 2.977 0.918
C3 2.176 2.206 2.033
N2 2.582 0.973 1.650
B1 2.941 -0.205 2.586
N3 2.014 -1.415 2.274
C4 2.446 -2.677 2.020
C5 1.364 -3.498 1.943
N4 0.266 -2.726 2.157
C6 -1.089 -3.198 2.158
C7 0.682 -1.452 2.308
S1 -0.394 -0.091 2.502
C8 2.652 0.969 0.310
S2 3.142 -0.315 -0.671
H1 2.001 3.617 -1.616
H2 1.202 2.052 -1.894
H3 2.951 2.190 -2.131
H4 1.716 4.000 0.820
H5 2.023 2.451 3.062
H6 2.735 0.142 3.704
H7 4.066 -0.529 2.377
H8 3.486 -2.895 1.901
H9 1.285 -4.543 1.731
H10 -1.082 -4.278 2.285
H11 -1.556 -2.958 1.203
H12 -1.647 -2.722 2.964
F1 -0.408 0.465 -5.435
C9 -0.157 -0.374 -4.406
F2 -0.379 -1.585 -4.889
F3 1.140 -0.207 -4.156
S3 -1.267 0.152 -2.967
O1 -0.418 0.670 -1.905
O2 -1.991 1.236 -3.567
N5 -2.278 -1.024 -2.682
S4 -3.419 -0.603 -1.708
O3 -3.062 0.401 -0.726
O4 -4.677 -0.386 -2.346
C10 -3.796 -2.197 -0.712
F4 -3.073 -3.270 -1.024
F5 -3.697 -1.996 0.609
F6 -5.074 -2.555 -0.920
F7 -0.460 4.908 -0.128
C11 -1.272 4.556 0.880
F8 -0.706 5.077 1.990
F9 -2.419 5.212 0.698
C12 -1.470 3.004 1.032
O5 -2.379 2.595 1.717
O6 -0.567 2.334 0.439
O7 0.056 -1.676 -2.465
S5 0.078 -1.944 -1.049
O8 1.043 -1.027 -0.343
O9 -1.228 -1.566 -0.363
O10 0.394 -3.303 -0.711

Forces on the atoms, in the same order (eV/Å):
0.70 1.69 0.79
-0.23 0.02 -0.73
-0.03 -0.22 0.76
0.31 0.06 0.42
0.05 0.48 -0.07
-0.06 0.21 -0.41
-0.13 -0.07 -0.03
-0.46 0.11 0.05
-0.04 -0.73 -0.01
0.67 -0.01 0.15
0.58 0.49 0.09
-0.69 -0.05 -0.26
-0.40 0.06 0.38
-0.20 0.06 -0.30
0.45 -0.23 -0.39
1.01 0.17 -0.28
0.04 0.00 0.03
0.19 0.17 0.02
-0.01 0.08 0.08
-0.14 0.15 -0.06
-0.04 0.05 0.22
0.01 0.25 0.38
0.31 -0.21 0.02
0.18 -0.02 -0.01
0.00 -0.18 -0.07
0.04 0.03 0.09
0.01 -0.11 0.25
0.04 -0.06 -0.03
-0.33 0.09 0.42
0.39 0.28 -1.28
-0.18 -0.13 0.38
-0.14 -0.06 0.46
-1.42 1.06 -2.82
0.41 0.45 1.56
-0.06 0.44 -0.25
-0.04 0.21 0.20
-1.89 -1.28 -0.73
0.61 0.67 0.70
-0.13 0.04 -0.09
-0.40 -0.67 0.24
0.20 0.32 -0.25
0.23 0.38 -0.10
0.06 0.40 -0.27
0.08 -0.25 -0.28
0.02 0.20 0.08
0.04 -0.26 0.28
-0.21 -0.25 -0.01
-0.46 0.73 0.65
-0.13 0.23 -0.03
0.05 -0.79 -0.75
0.58 -1.25 0.49
2.55 -2.24 -0.07
-1.04 0.14 0.04
-0.52 -0.29 0.62
-0.41 -0.36 -0.26



Molecular formula: C5H8S
Method: DFT, ωB97M-V/def2-TZVPD

Values from the calculation:
strongest force on any atom = 1.3 eV Å⁻¹
gap between HOMO and LUMO = 9.882 eV
2S+1 = 1
total charge = 0
relative energy (zero: lowest compared OMol25 entry of this formula, charge and spin) = 55.8 kcal/mol
calculated total energy = -16147.2163 eV
HOMO energy = -8.777 eV

CARTESIAN COORDINATES (ANGSTROEM)
C1 1.931 0.003 -0.011
C2 1.006 1.286 0.157
C3 -0.264 0.644 -0.378
S1 -1.896 -0.007 0.003
C4 -0.266 -0.638 0.337
C5 1.046 -1.280 -0.138
H1 2.582 0.115 -0.890
H2 2.581 -0.019 0.865
H3 0.925 1.535 1.225
H4 1.367 2.181 -0.393
H5 -0.129 0.458 -1.423
H6 -0.111 -0.478 1.413
H7 1.369 -2.070 0.532
H8 1.037 -1.708 -1.176

Forces on the atoms, in the same order (eV/Å):
0.80 0.71 -0.17
-0.17 0.32 0.18
0.11 0.47 0.13
-0.54 0.08 -0.14
0.71 -0.60 0.85
-0.59 -0.55 -0.90
-0.17 -0.04 0.24
0.08 -0.30 -0.10
-0.02 0.05 -0.35
-0.20 -0.65 0.26
0.09 -0.01 -0.67
-0.11 0.06 -0.26
0.10 -0.10 0.06
-0.08 0.57 0.86



Molecular formula: C4H11N3
Method: DFT, ωB97M-V/def2-TZVPD

Values from the calculation:
strongest force on any atom = 1.7 eV Å⁻¹
gap between HOMO and LUMO (alpha / beta) = 6.478 / 6.475 eV
2S+1 = 1
total charge = 0
relative energy (zero: lowest compared OMol25 entry of this formula, charge and spin) = 108.4 kcal/mol
calculated total energy = -8792.9163 eV
HOMO energy (alpha / beta) = -6.828 / -6.826 eV

CARTESIAN COORDINATES (ANGSTROEM)
C1 -0.367 -0.285 -0.265
C2 0.244 -1.147 -1.317
C3 -1.841 -0.285 -0.194
C4 0.447 0.600 0.707
N1 1.587 -0.060 1.331
N2 0.862 1.366 -0.566
N3 -0.341 1.405 1.488
H1 1.939 -0.874 0.840
H2 1.387 -0.271 2.299
H3 0.497 2.303 -0.442
H4 1.850 1.325 -0.791
H5 -0.709 0.870 2.276
H6 1.328 -1.069 -1.362
H7 -0.046 -2.183 -1.104
H8 -0.146 -0.908 -2.312
H9 -2.192 0.057 0.782
H10 -2.253 0.425 -0.921
H11 -2.245 -1.269 -0.448

Forces on the atoms, in the same order (eV/Å):
0.55 0.09 -0.28
0.04 -0.04 -0.05
-0.11 0.37 -0.10
-0.03 0.21 -0.10
0.09 0.14 -0.32
-1.20 -0.66 1.00
0.31 0.04 -0.25
-0.08 -0.08 0.10
-0.02 0.05 -0.10
0.04 -0.01 0.01
-0.12 -0.15 0.13
0.11 0.05 -0.09
-0.02 -0.06 0.09
0.04 0.06 0.01
-0.05 -0.02 0.11
0.26 0.08 -0.02
0.02 -0.05 0.03
0.18 -0.01 -0.17



Molecular formula: CH7N4O
Method: DFT, ωB97M-V/def2-TZVPD

Values from the calculation:
strongest force on any atom = 2.8 eV Å⁻¹
gap between HOMO and LUMO (alpha / beta) = 9.628 / 8.372 eV
2S+1 = 3
total charge = +1
relative energy (zero: lowest compared OMol25 entry of this formula, charge and spin) = 50.9 kcal/mol
calculated total energy = -9145.8920 eV
HOMO energy (alpha / beta) = -13.112 / -14.747 eV

CARTESIAN COORDINATES (ANGSTROEM)
C1 0.298 -0.537 0.108
N1 0.167 -1.719 -0.094
N2 1.886 -0.110 0.097
N3 -0.486 0.482 0.387
N4 -0.536 1.609 -0.258
O1 -2.280 -0.737 0.109
H1 -0.802 -2.044 -0.247
H2 2.066 0.889 0.108
H3 2.497 -0.669 -0.617
H4 -0.503 1.710 -1.326
H5 2.063 -0.311 1.061
H6 -1.201 2.212 0.182
H7 -3.168 -0.775 0.491

Forces on the atoms, in the same order (eV/Å):
1.66 1.43 -1.57
-0.30 -2.71 -0.77
0.12 -0.61 -0.88
-0.17 0.83 1.30
0.29 0.74 -2.12
-1.31 -0.52 -0.42
0.76 0.28 0.56
-0.08 0.34 -0.87
-1.46 1.19 1.88
0.16 -0.57 1.93
1.00 -1.03 0.70
-0.28 0.59 -0.01
-0.40 0.05 0.28



Molecular formula: C9H9N3OS
Method: DFT, ωB97M-V/def2-TZVPD

Values from the calculation:
strongest force on any atom = 4.5 eV Å⁻¹
gap between HOMO and LUMO = 8.429 eV
2S+1 = 1
total charge = 0
relative energy (zero: lowest compared OMol25 entry of this formula, charge and spin) = 42.6 kcal/mol
calculated total energy = -26829.4148 eV
HOMO energy = -8.234 eV

CARTESIAN COORDINATES (ANGSTROEM)
N1 -4.129 -1.723 0.835
N2 -3.351 -0.686 0.300
S1 -1.840 -0.889 -0.300
C1 -1.700 0.855 -0.458
C2 -0.432 1.571 -0.801
C3 0.755 0.791 -0.383
C4 1.344 1.071 0.827
C5 2.517 0.526 1.286
C6 2.923 -0.602 0.641
C7 2.308 -0.969 -0.588
C8 1.327 -0.289 -1.147
N3 -2.802 1.474 -0.272
C9 -3.925 0.756 -0.010
O1 -5.101 0.981 0.134
H1 -5.088 -1.465 0.960
H2 -3.884 -1.986 1.736
H3 -0.486 2.432 -0.251
H4 -0.288 1.933 -1.872
H5 0.885 1.868 1.342
H6 3.100 1.088 2.033
H7 3.916 -1.177 1.016
H8 2.551 -1.956 -0.991
H9 0.817 -0.578 -1.999

Forces on the atoms, in the same order (eV/Å):
-0.20 -0.50 -2.10
-2.70 2.65 0.02
1.15 0.40 0.11
-0.60 -1.27 -0.81
0.31 -1.60 -2.27
1.58 -1.57 -0.31
-0.73 1.19 -0.86
0.54 0.21 0.34
3.19 -1.57 -0.16
2.37 -2.96 1.85
-2.57 3.28 1.69
-0.74 1.76 -0.44
0.55 -3.51 1.78
1.34 0.11 -0.29
-0.58 0.80 -0.89
1.43 -0.18 2.03
-0.09 2.36 1.44
-0.78 -0.82 1.07
-0.24 0.99 0.85
-0.45 -0.90 0.02
-2.61 1.30 -1.04
0.38 0.48 -0.16
-0.56 -0.66 -1.86